Entry 1:
{
  "formula": "C10H34NO10",
  "method": "ωB97M-V/def2-TZVPD",
  "symbols": ["N", "H", "H", "H", "H", "C", "C", "O", "O", "H", "H", "H", "H", "H", "H", "C", "C", "O", "O", "H", "H", "H", "H", "H", "H", "C", "C", "O", "O", "H", "H", "H", "H", "H", "H", "C", "C", "O", "O", "H", "H", "H", "H", "H", "H", "C", "C", "O", "O", "H", "H", "H", "H", "H", "H"],
  "xyz": [[-3.684, -23.401, 2.300], [-3.347, -24.335, 1.991], [-4.658, -23.191, 2.034], [-3.032, -22.701, 1.909], [-3.613, -23.487, 3.335], [-7.157, -23.202, 5.076], [-6.771, -24.409, 4.259], [-5.537, -24.982, 4.687], [-6.323, -22.043, 4.829], [-7.154, -23.349, 6.165], [-8.175, -22.855, 4.866], [-6.708, -24.090, 3.220], [-7.570, -25.149, 4.349], [-5.649, -25.092, 5.641], [-6.727, -21.254, 5.200], [-2.672, -21.650, 5.292], [-2.725, -23.077, 5.740], [-2.357, -23.952, 4.658], [-3.684, -21.254, 4.376], [-1.716, -21.438, 4.805], [-2.708, -20.976, 6.157], [-3.762, -23.322, 5.993], [-2.121, -23.196, 6.642], [-2.352, -24.864, 4.964], [-4.569, -21.585, 4.667], [-7.048, -20.946, -0.117], [-6.625, -21.550, 1.216], [-6.147, -22.885, 1.051], [-7.808, -21.943, -0.755], [-6.162, -20.652, -0.693], [-7.666, -20.054, 0.026], [-7.426, -21.502, 1.961], [-5.836, -20.951, 1.682], [-6.688, -23.208, 0.306], [-8.260, -21.663, -1.553], [-1.696, -20.842, 0.126], [-3.108, -20.512, -0.291], [-3.160, -19.277, -0.990], [-1.706, -22.101, 0.842], [-1.333, -20.035, 0.771], [-0.983, -20.941, -0.696], [-3.793, -20.500, 0.554], [-3.442, -21.294, -0.987], [-2.427, -19.256, -1.614], [-0.785, -22.216, 1.108], [-2.788, -27.050, 1.600], [-4.009, -27.937, 1.731], [-4.660, -28.057, 0.470], [-3.099, -25.792, 0.975], [-2.093, -27.544, 0.910], [-2.295, -26.842, 2.546], [-4.714, -27.428, 2.397], [-3.641, -28.891, 2.113], [-5.106, -28.909, 0.468], [-3.446, -26.010, 0.101]],
  "atomic_forces_ev_per_a": [[0.182, -0.540, 1.004], [-0.703, 0.369, -0.691], [0.294, -0.419, -0.385], [-0.113, -0.104, 0.347], [0.195, 0.591, -0.583], [-0.670, 1.582, 0.768], [-0.176, 0.398, 0.297], [-0.112, 0.326, -0.015], [0.511, -0.576, -0.451], [0.180, -0.592, -0.132], [-0.090, -0.589, -0.307], [0.294, -0.240, -0.092], [-0.082, 0.058, -0.067], [0.280, -0.207, -0.104], [-0.193, -0.095, 0.074], [0.144, 0.994, -0.141], [-0.740, -0.359, -0.064], [0.387, 0.280, 0.289], [-0.518, -0.677, -0.074], [-0.044, -0.145, -0.039], [-0.004, -0.294, 0.184], [-0.051, 0.093, 0.272], [0.273, -0.210, -0.192], [-0.052, 0.047, 0.115], [0.743, 0.234, -0.105], [0.005, 0.483, 0.102], [0.120, 0.690, 0.656], [-0.569, 0.393, -0.456], [-0.116, -0.887, 0.002], [-0.084, -0.174, -0.108], [0.228, 0.027, 0.262], [-0.278, -0.332, -0.288], [0.153, -0.041, -0.273], [0.281, -0.322, 0.226], [0.147, 0.309, -0.054], [0.110, -0.010, 0.866], [0.254, -0.518, -1.500], [-0.046, 0.111, 0.566], [0.407, 0.712, -0.221], [0.021, -0.090, 0.091], [-0.338, 0.128, -0.336], [0.098, 0.306, 0.116], [-0.148, -0.195, 0.272], [-0.096, 0.035, -0.074], [-0.181, -0.379, 0.178], [0.108, -0.081, -1.513], [-0.060, 0.868, 0.306], [0.507, -0.207, 0.043], [-0.078, -0.268, 0.327], [0.202, -0.134, 0.397], [-0.126, -0.070, 0.080], [0.071, -0.392, 0.405], [-0.362, -0.101, 0.156], [-0.081, 0.059, -0.218], [-0.086, 0.156, 0.083]],
  "mol_weight_g_mol": 328.379,
  "spin_multiplicity": 1,
  "relative_energy_ev": 0.4087,
  "energy_ev": -32879.364,
  "charge": 1,
  "max_force_ha_per_bohr": 0.0366
}

=====

Entry 2:
{
  "formula": "C21H25NO4",
  "method": "ωB97M-V/def2-TZVPD",
  "symbols": ["C", "C", "C", "C", "C", "C", "O", "O", "C", "C", "O", "C", "C", "C", "C", "N", "C", "C", "C", "C", "C", "O", "C", "C", "C", "C", "H", "H", "H", "H", "H", "H", "H", "H", "H", "H", "H", "H", "H", "H", "H", "H", "H", "H", "H", "H", "H", "H", "H", "H", "H"],
  "xyz": [[-5.308, -3.373, -0.560], [-4.666, -2.039, -0.340], [-3.750, -1.524, -1.251], [-3.176, -0.283, -1.059], [-3.514, 0.472, 0.060], [-2.931, 1.810, 0.310], [-3.131, 2.461, 1.309], [-2.151, 2.216, -0.699], [-1.512, 3.481, -0.588], [-0.008, 3.338, -0.849], [0.512, 3.991, -1.734], [0.687, 2.402, 0.004], [0.217, 1.819, 1.216], [1.192, 0.991, 1.682], [1.198, 0.174, 2.925], [2.250, 1.028, 0.798], [3.456, 0.258, 0.915], [3.257, -1.258, 0.671], [2.392, -1.560, -0.570], [3.277, -2.480, -1.416], [4.675, -2.104, -0.925], [4.521, -1.864, 0.459], [1.964, 1.888, -0.213], [2.902, 2.198, -1.322], [-4.426, -0.039, 0.981], [-4.994, -1.279, 0.780], [-5.338, -3.944, 0.366], [-4.771, -3.947, -1.312], [-6.334, -3.239, -0.902], [-3.486, -2.105, -2.123], [-2.466, 0.109, -1.771], [-1.691, 3.896, 0.411], [-1.937, 4.148, -1.345], [-0.713, 2.017, 1.707], [1.022, -0.880, 2.710], [0.402, 0.521, 3.578], [2.146, 0.262, 3.453], [4.178, 0.625, 0.184], [3.891, 0.394, 1.911], [2.842, -1.720, 1.572], [1.451, -2.032, -0.295], [2.160, -0.643, -1.109], [3.154, -2.322, -2.485], [3.075, -3.525, -1.185], [5.413, -2.897, -1.040], [5.037, -1.201, -1.437], [3.791, 2.704, -0.942], [3.219, 1.302, -1.856], [2.403, 2.867, -2.017], [-4.676, 0.556, 1.847], [-5.703, -1.669, 1.496]],
  "atomic_forces_ev_per_a": [[-0.046, 0.012, -0.015], [0.078, 0.063, -0.005], [-0.065, -0.084, 0.035], [0.004, 0.194, 0.123], [-0.100, -0.259, -0.072], [-0.141, 0.166, 0.388], [0.028, -0.098, -0.164], [0.082, -0.172, -0.228], [0.056, 0.607, 0.024], [-0.403, 0.046, -0.159], [-0.125, 0.112, 0.004], [0.745, -0.439, 0.174], [0.178, -0.096, -0.035], [-0.410, 0.074, 0.265], [0.063, -0.067, -0.124], [-0.180, 0.228, -0.024], [0.447, -0.560, 0.100], [-0.346, 0.260, 0.075], [0.111, -0.045, 0.063], [0.202, 0.024, 0.182], [-0.048, -0.076, -0.363], [0.098, 0.010, 0.272], [-0.407, 0.396, -0.344], [0.028, -0.016, -0.041], [0.127, 0.169, -0.053], [0.042, -0.010, -0.063], [-0.016, -0.084, 0.024], [0.000, -0.077, -0.031], [-0.065, -0.067, -0.029], [0.027, -0.063, -0.070], [0.049, 0.019, -0.059], [0.057, -0.043, -0.184], [0.122, -0.126, 0.128], [-0.235, 0.024, 0.174], [0.010, -0.093, 0.083], [-0.008, -0.007, 0.055], [0.040, -0.035, 0.131], [-0.053, -0.006, 0.069], [0.006, 0.069, -0.128], [0.010, 0.081, -0.097], [-0.054, 0.057, -0.025], [-0.064, 0.027, -0.009], [-0.025, -0.032, -0.060], [0.020, -0.029, -0.043], [0.000, 0.069, -0.041], [0.000, -0.062, 0.005], [0.099, 0.018, -0.043], [0.080, -0.063, -0.029], [0.067, -0.026, 0.012], [-0.017, 0.046, 0.068], [-0.068, -0.034, 0.082]],
  "smiles": "Cc1ccc(C(=O)OCC(=O)c2cc(C)n(C[C@H]3CCCO3)c2C)cc1",
  "mol_weight_g_mol": 355.434,
  "spin_multiplicity": 1,
  "relative_energy_ev": 0.9108,
  "energy_ev": -31863.383,
  "max_force_ha_per_bohr": 0.0172
}

=====

Number 1: HOMO level -12.8891 eV. Number 2: HOMO level -8.1234 eV.